C7H17N3O | ωB97M-V/def2-TZVPD

Geometry (Å):
O: 1.902 0.887 -1.303
N: 2.616 -0.322 0.444
N: -1.063 -0.002 0.732
N: 3.514 -1.094 -0.322
C: -1.922 0.903 -0.013
C: -0.069 0.615 1.565
C: 1.875 0.669 -0.106
C: -1.500 1.239 -1.449
C: -1.831 -2.101 -0.293
C: -0.643 -1.197 0.026
C: 1.047 1.453 0.885
H: -2.925 0.459 -0.039
H: -0.450 1.508 -1.511
H: 3.020 -1.901 -0.709
H: -1.993 1.826 0.568
H: 0.036 -1.742 0.689
H: -1.474 -3.056 -0.671
H: 1.702 1.839 1.669
H: -0.096 -0.971 -0.902
H: 0.395 -0.177 2.162
H: -1.669 0.394 -2.111
H: -2.415 -2.274 0.607
H: 0.603 2.298 0.359
H: -0.592 1.285 2.256
H: 2.706 -0.439 1.441
H: 3.798 -0.518 -1.116
H: -2.475 -1.656 -1.046
H: -2.095 2.074 -1.810

Output
Energy relative to the best compared isomer or geometry (same formula, charge and spin)   9.6 kJ/mol
Kohn-Sham gap   0.3318 Eh
Net charge   0
HOMO   -8.2 eV
SMILES   CCN(CC)CCC(=O)NN
E_LUMO   0.85 eV

C24H34Cl6F2O3 | ωB97M-V/def2-TZVPD

Geometry (Å):
Cl: -4.556 -4.596 -0.129
Cl: -1.373 -1.453 -1.901
Cl: -1.026 1.410 -1.256
Cl: 4.817 2.209 -3.027
Cl: -4.880 -1.765 -1.067
Cl: 2.458 1.194 -1.880
F: 0.529 3.890 1.801
F: -3.722 4.597 -3.899
O: -2.811 -1.371 1.711
O: 0.968 -2.764 0.693
O: 4.749 -1.642 0.075
C: 0.804 -3.898 1.144
C: 5.722 -1.151 -2.063
C: -0.583 -0.238 -0.886
C: 2.278 2.314 1.410
C: 0.980 2.631 1.854
C: -1.575 5.331 -1.117
C: -0.397 -4.725 0.718
C: -3.063 -3.333 3.076
C: -2.899 5.285 -3.084
C: 3.285 -1.947 -1.754
C: 0.172 1.668 2.401
C: -3.833 -3.202 -0.967
C: -1.269 6.630 -1.411
C: 0.604 0.378 2.548
C: -1.740 7.285 -2.537
C: -3.386 -1.983 2.586
C: 2.718 0.981 1.466
C: -2.402 4.658 -1.977
C: 1.874 0.039 2.077
C: -4.556 -1.313 3.242
C: -2.565 6.587 -3.416
C: 3.221 2.629 -2.503
C: 1.855 -4.549 2.007
C: 4.604 -1.578 -1.151
H: -0.636 7.155 -0.711
H: -1.100 4.823 -0.291
H: -5.476 -1.875 3.079
H: -0.878 -0.423 0.147
H: 3.657 0.661 1.039
H: -3.980 -3.918 3.005
H: 2.149 -1.001 2.172
H: 2.842 -4.234 1.669
H: -4.526 -1.134 4.317
H: -0.953 -5.128 1.564
H: -3.000 7.044 -4.293
H: 6.217 -0.394 -1.455
H: 5.205 -0.788 -2.951
H: -2.942 -2.941 -0.395
H: -1.046 -4.118 0.087
H: -0.082 -0.411 2.819
H: 1.733 -4.329 3.068
H: 2.724 2.910 -3.432
H: 3.102 3.399 -1.741
H: 2.449 -1.499 -1.216
H: 3.184 -1.568 -2.771
H: 3.073 -3.014 -1.683
H: 1.814 -5.630 1.870
H: -0.799 1.977 2.757
H: -2.268 -3.728 2.444
H: -1.488 8.300 -2.810
H: -0.082 -5.489 0.007
H: 2.997 2.979 0.955
H: 6.455 -1.934 -2.261
H: 0.486 -0.448 -0.927
H: -3.495 -3.413 -1.982
H: -4.728 -0.337 2.788
H: -2.880 -3.348 4.150
H: -2.728 3.643 -1.801

Output
Spin multiplicity   2
Kohn-Sham gap (alpha / beta)   0.0493 / 0.3299 Eh
Net charge   -1
HOMO (alpha / beta)   0.7 / -7.0 eV
E_LUMO (alpha / beta)   2.03 / 1.98 eV

C5H12NO | ωB97M-V/def2-TZVPD

Geometry (Å):
O: -1.294 1.730 -0.561
N: -1.398 -0.736 0.296
C: 1.029 -0.550 0.981
C: 1.438 -1.289 -0.279
C: 1.151 -0.572 -1.601
C: -0.406 1.467 0.202
C: -0.343 0.119 0.893
H: -1.567 -0.437 -0.675
H: 0.366 2.195 0.484
H: 1.007 -1.229 1.835
H: 1.138 0.518 -1.542
H: -0.620 0.423 1.904
H: -2.278 -0.694 0.826
H: 1.908 -0.767 -2.362
H: 0.212 -0.884 -2.079
H: 2.501 -1.512 -0.255
H: -1.107 -1.715 0.232
H: 1.013 -2.299 -0.309
H: 1.739 0.230 1.269

Output
Energy relative to the best compared isomer or geometry (same formula, charge and spin)   49.5 kJ/mol
Kohn-Sham gap   0.4130 Eh
Net charge   +1
HOMO   -14.9 eV
SMILES   CCC[C@H]([NH3+])C=O
E_LUMO   -3.69 eV

C4H7NO | ωB97M-V/def2-TZVPD

Geometry (Å):
O: 1.918 2.357 -0.664
N: 0.124 -0.442 0.506
C: -1.296 -0.215 0.812
C: -0.628 -1.486 0.547
C: 1.083 1.667 -0.108
C: 1.130 0.228 -0.044
H: -0.486 -1.151 -1.568
H: -0.041 -0.578 -1.790
H: 1.978 -0.334 -0.415
H: -1.531 0.087 1.831
H: 0.194 2.125 0.383
H: -0.595 -2.559 0.490
H: -1.850 0.301 0.020

Output
Energy relative to the best compared isomer or geometry (same formula, charge and spin)   535.5 kJ/mol
Kohn-Sham gap   0.3086 Eh
Net charge   0
HOMO   -8.1 eV
E_LUMO   0.29 eV

C38H68Cl6N8 | ωB97M-V/def2-TZVPD

Geometry (Å):
Cl: -2.255 -5.970 1.702
Cl: 0.003 3.144 -2.799
Cl: 0.120 2.186 5.370
Cl: -5.136 -2.687 1.607
Cl: -3.025 -0.118 3.531
Cl: 0.613 3.087 -6.050
N: -0.021 -1.489 -7.068
N: 1.419 -0.424 -2.467
N: 6.261 4.770 -5.253
N: -3.861 6.069 -0.352
N: -3.875 -5.366 -3.336
N: 0.421 3.313 1.612
N: 5.026 -4.083 0.735
N: -2.094 -3.149 4.425
C: -0.820 1.180 4.249
C: 3.680 3.495 -2.534
C: -4.518 -4.754 -2.613
C: -1.024 -3.346 4.784
C: -4.347 -1.641 -2.361
C: 1.027 0.143 -1.553
C: 1.370 -4.324 4.510
C: 0.199 -0.087 0.777
C: 4.442 -0.779 2.196
C: -4.346 -4.271 1.955
C: 0.191 1.699 -5.030
C: -5.299 -4.003 -1.616
C: -5.519 -2.530 -1.934
C: -3.063 2.971 1.114
C: 0.335 -2.305 -6.341
C: -3.453 3.667 2.438
C: 3.892 -1.776 1.182
C: 4.229 -1.329 3.635
C: 1.154 4.179 1.442
C: 0.330 -3.555 5.306
C: 3.832 5.265 -4.407
C: -0.359 -3.835 -4.523
C: 1.153 -4.174 2.995
C: -0.682 -2.758 -3.474
C: 0.599 0.884 -0.358
C: 5.198 4.970 -4.884
C: 4.561 -3.055 0.923
C: -1.995 0.468 4.876
C: -0.799 1.987 -3.892
C: 3.532 5.005 1.553
C: 3.076 4.099 -3.783
C: -2.969 -4.386 1.331
C: -3.212 5.152 -0.125
C: 0.793 -3.337 -5.396
C: -2.435 3.942 0.134
C: 3.852 3.779 2.395
C: -0.933 -1.080 0.465
C: 2.050 5.323 1.326
H: 0.134 -4.529 2.767
H: 4.584 -2.359 3.604
H: 0.630 -2.510 5.475
H: 5.496 -0.519 2.120
H: -1.738 2.376 -4.275
H: -0.820 -1.848 1.241
H: -1.498 4.284 0.591
H: 1.210 -4.154 -5.988
H: 1.806 -4.709 2.315
H: -1.787 -0.396 5.498
H: -4.158 3.095 3.039
H: 4.117 5.894 1.790
H: -0.289 0.982 -5.695
H: -0.078 0.429 3.966
H: -2.947 -4.330 0.247
H: -4.751 -0.683 -2.696
H: 1.216 -5.389 4.685
H: 1.110 1.321 -4.591
H: -1.234 -4.117 -5.107
H: -0.116 0.548 1.603
H: -0.021 -4.713 -3.970
H: -2.424 2.128 1.377
H: -0.581 -1.794 -3.979
H: 4.064 6.063 -3.693
H: -2.623 1.162 5.431
H: -4.713 -3.987 -0.697
H: -4.261 -4.194 3.035
H: 0.028 -2.853 -2.655
H: 1.358 1.566 0.021
H: 3.225 5.641 -5.230
H: 1.891 5.965 0.457
H: -2.573 3.966 3.014
H: -1.694 -2.805 -3.077
H: 4.530 2.834 -2.716
H: 1.095 -0.644 1.056
H: 3.309 3.672 3.330
H: -3.798 -2.027 -3.220
H: -1.055 1.692 3.320
H: 4.039 4.245 -1.824
H: 2.930 2.892 -2.017
H: -0.293 1.484 -0.535
H: -0.858 -1.639 -0.466
H: -3.995 4.598 2.246
H: 0.271 -3.966 6.316
H: 2.870 -2.084 1.416
H: 3.892 0.158 2.097
H: -3.637 -1.387 -1.571
H: -4.918 -5.145 1.649
H: -6.077 -2.033 -1.143
H: -4.035 2.579 0.802
H: -1.924 -0.691 0.698
H: 1.582 -2.974 -4.736
H: -2.301 -3.687 1.832
H: 3.162 -1.328 3.873
H: 4.725 -0.722 4.387
H: 3.649 2.898 1.780
H: 0.882 -3.141 2.729
H: -6.271 -4.443 -1.405
H: 1.678 6.038 2.077
H: 4.934 3.753 2.529
H: 2.361 -3.992 4.807
H: -0.960 1.031 -3.396
H: 2.815 3.369 -4.547
H: 2.096 4.516 -3.547
H: 3.875 4.825 0.525
H: -6.212 -2.526 -2.783
H: 3.882 -1.313 0.189
H: -2.126 3.456 -0.792

Output
Energy relative to the best compared isomer or geometry (same formula, charge and spin)   0.0 kJ/mol
Kohn-Sham gap   0.3988 Eh
Net charge   0
HOMO   -10.8 eV
SMILES   CCCC#N.CCCC#N.CCCC#N.CCCC#N.CCCC#N.CCCC#N.CCCC#N.CCCC#N.ClCCCl.ClCCCl.ClCCCl
E_LUMO   0.01 eV

C14H17N4O5S2Sc | ωB97M-V/def2-TZVPD

Geometry (Å):
Sc: -0.560 -0.523 0.157
S: -2.246 -1.208 -1.787
S: -3.704 0.913 -3.407
O: 0.310 0.560 -1.833
O: 0.924 -1.745 1.303
O: 0.559 0.973 0.775
O: 0.773 -1.883 -0.858
O: 1.423 1.354 2.794
N: 3.031 0.016 -0.174
N: -2.952 1.308 -1.006
N: -1.451 -0.356 2.316
N: -2.362 0.847 0.150
C: 2.812 0.571 -1.494
C: -3.554 -0.498 -4.505
C: 1.498 -1.803 0.178
C: 1.551 1.080 1.621
C: -2.913 0.383 -1.927
C: -0.949 -0.951 3.393
C: -1.764 0.768 4.831
C: -1.102 -0.433 4.673
C: -2.653 1.416 1.250
C: 2.937 0.872 0.981
C: -2.276 1.409 3.710
C: -2.106 0.811 2.477
C: 1.519 1.322 -1.822
C: 2.954 -1.413 0.031
H: 3.509 -1.683 0.930
H: 3.384 -1.930 -0.828
H: 3.605 0.516 1.770
H: -4.065 -0.190 -5.417
H: 2.951 -0.239 -2.216
H: 0.384 -0.200 -2.424
H: 1.655 1.775 -2.810
H: 3.294 1.870 0.701
H: -2.519 -0.734 -4.738
H: -2.789 2.357 3.788
H: 3.612 1.298 -1.700
H: -4.044 -1.382 -4.105
H: -0.391 -1.859 3.215
H: -3.295 2.291 1.300
H: 1.344 2.127 -1.113
H: -0.681 -0.964 5.514
H: -1.878 1.211 5.811

Output
Energy relative to the best compared isomer or geometry (same formula, charge and spin)   57.8 kJ/mol
Kohn-Sham gap   0.2729 Eh
Net charge   0
HOMO   -8.1 eV
E_LUMO   -0.71 eV

C47H44AsN2O7P2S3SeTa | ωB97M-V/def2-TZVPD

Geometry (Å):
Ta: 0.885 -0.495 -0.884
Se: 2.688 -1.275 0.526
As: -0.864 -0.652 -3.818
S: 2.237 0.630 -3.669
S: 0.379 3.061 1.541
S: -3.177 -1.025 -0.936
P: -2.247 -0.341 0.720
P: -0.082 1.178 2.080
O: -0.605 -0.209 -2.113
O: 1.618 1.675 -0.943
O: -1.488 -2.264 -3.599
O: -1.880 0.278 -4.678
O: 3.443 1.382 -3.843
O: 0.993 1.364 -3.742
O: 2.293 -0.279 -2.408
N: 3.124 3.297 -0.536
N: 1.169 3.726 -1.758
C: -0.319 -5.428 -1.351
C: -2.851 2.915 4.651
C: -4.338 1.154 1.978
C: -0.566 -3.199 -0.473
C: -1.802 -2.150 2.850
C: 0.501 -2.308 -5.695
C: -4.418 -3.030 2.972
C: 3.837 2.386 0.344
C: -2.471 0.687 5.443
C: 3.411 4.710 -0.466
C: -0.972 -4.552 -0.544
C: 1.990 -0.634 -4.862
C: 1.925 1.505 3.998
C: 3.089 -4.178 -3.477
C: -2.156 -3.138 3.764
C: -0.503 -0.046 0.873
C: -3.099 2.221 0.223
C: 2.421 -3.288 -2.684
C: 0.494 -2.680 -1.177
C: -1.592 0.479 4.388
C: 1.519 -2.764 -6.528
C: 2.765 -2.169 -6.512
C: 0.808 -4.980 -2.088
C: -3.468 -3.572 3.836
C: -4.052 -2.058 2.057
C: 2.968 5.363 -1.759
C: 2.808 1.081 4.981
C: -5.195 2.245 2.037
C: 2.344 -1.202 4.408
C: 1.236 -3.632 -1.979
C: 1.955 2.852 -1.068
C: -3.290 1.130 1.070
C: 3.013 -1.096 -5.663
C: -1.985 2.693 3.592
C: 1.458 -0.771 3.429
C: 2.622 -5.504 -3.614
C: -5.003 3.328 1.193
C: 1.234 0.583 3.218
C: 1.514 -5.890 -2.920
C: -2.739 -1.582 2.001
C: -1.357 1.463 3.432
C: 3.017 -0.276 5.192
C: -3.944 3.314 0.289
C: -0.165 3.325 -2.164
C: 1.482 5.126 -1.923
C: -3.110 1.912 5.575
C: 0.727 -1.240 -4.841
H: 4.485 4.828 -0.306
H: -0.630 -6.464 -1.438
H: -0.332 2.285 -1.904
H: -1.780 3.475 2.873
H: 3.507 4.899 -2.589
H: -4.777 -1.672 1.351
H: -1.158 -2.558 0.164
H: 1.142 5.438 -2.915
H: -0.772 -1.833 2.756
H: 0.921 5.720 -1.185
H: -6.004 2.252 2.758
H: 4.858 2.756 0.454
H: -0.904 3.945 -1.645
H: -1.825 -4.870 0.046
H: 2.894 5.175 0.386
H: -3.802 2.081 6.392
H: 1.333 -3.606 -7.183
H: -5.441 -3.386 2.999
H: -2.285 2.202 -0.489
H: -5.672 4.179 1.236
H: 3.148 -6.209 -4.249
H: 3.850 1.383 -0.076
H: 3.356 2.319 1.325
H: 2.528 -2.262 4.531
H: -1.076 -0.471 4.326
H: 3.181 6.434 -1.752
H: -3.340 3.877 4.742
H: 3.986 -3.860 -3.994
H: -2.127 -2.226 -2.864
H: 0.979 -1.491 2.782
H: 3.554 -2.545 -7.153
H: 1.765 2.561 3.816
H: 1.153 -6.912 -2.981
H: -3.783 4.154 -0.376
H: -0.463 -2.797 -5.689
H: 2.822 -2.294 -2.557
H: -2.639 -0.105 6.163
H: -3.752 -4.341 4.545
H: -0.274 3.436 -3.244
H: -1.399 -3.566 4.409
H: 3.982 -0.619 -5.615
H: 3.714 -0.610 5.952
H: 3.332 1.814 5.584
H: -4.482 0.332 2.669

Output
Kohn-Sham gap   0.2203 Eh
Net charge   -2
HOMO   -1.8 eV
E_LUMO   4.17 eV

C14H28Cl2IrNOP2 | ωB97M-V/def2-TZVPD

Geometry (Å):
Ir: -0.544 -0.318 -2.387
Cl: -1.488 1.053 -4.051
Cl: -2.668 -1.307 -2.381
P: -0.265 -1.716 -0.660
P: -0.224 1.693 -1.219
O: 1.617 0.453 -3.350
N: -0.047 0.146 2.825
C: 0.883 0.256 -4.300
C: 1.080 -0.068 6.314
C: -1.330 0.184 4.878
C: 0.091 -3.034 -1.888
C: 1.347 -1.671 0.235
C: -0.097 0.122 4.186
C: 0.135 3.144 -2.273
C: 1.090 -0.085 -5.718
C: 1.116 0.013 4.924
C: -1.330 0.107 6.269
C: 1.218 1.805 -0.089
C: -1.473 -2.485 0.518
C: -1.681 2.145 -0.227
C: -0.140 0.005 6.998
H: -1.149 -2.402 1.567
H: -2.244 0.252 4.302
H: -1.443 2.172 0.845
H: 1.161 -3.240 -1.891
H: 0.826 0.171 2.321
H: -0.150 -0.023 8.089
H: 1.867 -2.603 -0.004
H: -2.482 1.424 -0.415
H: 1.207 -1.632 1.320
H: -1.567 -3.565 0.303
H: -2.472 -2.041 0.415
H: -0.464 -3.929 -1.606
H: 2.034 -0.134 6.878
H: 0.680 0.702 -6.374
H: 2.062 -0.037 4.379
H: -0.247 -2.687 -2.872
H: 1.931 -0.827 -0.132
H: -0.110 4.054 -1.704
H: 1.204 3.121 -2.529
H: -2.279 0.171 6.794
H: 0.529 -1.033 -5.897
H: -0.897 0.140 2.283
H: -2.016 3.140 -0.549
H: 2.166 -0.197 -6.003
H: 1.959 1.031 -0.312
H: 1.695 2.776 -0.270
H: -0.472 3.091 -3.180
H: 0.919 1.767 0.962

Output
Spin multiplicity   6
Energy relative to the best compared isomer or geometry (same formula, charge and spin)   31.8 kJ/mol
Kohn-Sham gap (alpha / beta)   0.2173 / 0.1885 Eh
Net charge   +3
HOMO (alpha / beta)   -16.5 / -18.6 eV
E_LUMO (alpha / beta)   -10.57 / -13.50 eV